[1]
C30H40FInN9O2Se as an isolated structure, computed with ωB97M-V/def2-TZVPD.

For the HOMO energy, the calculation gives -0.3583 Ha. As for the charge: +1. The value obtained for the energy relative to the best compared isomer or geometry (same formula, charge and spin) is 0.000 eV. The calculation puts the calculated total energy at -4501.81025 Ha.

Each line ends with the natural charge from an NBO analysis.
Positions of all 84 atoms, in Å:
In1 -0.4018 0.1014 -1.2691  1.6407
C1 -4.4291 0.6491 1.7376  -0.5914
C2 -3.0335 0.9277 1.1681  -0.2587
C3 -2.8438 2.4352 0.9956  -0.5993
C4 -1.9700 0.2764 2.0328  -0.0441
C5 -1.8414 0.6827 3.3594  -0.2297
C6 -0.9843 0.0316 4.2283  -0.2011
C7 -0.2374 -1.0444 3.7748  -0.2326
C8 -0.3099 -1.4679 2.4513  -0.0405
C9 0.5232 -2.6539 1.9970  -0.2516
C10 1.9211 -2.6674 2.6229  -0.5982
C11 -0.1821 -3.9786 2.3147  -0.5963
C12 -1.1736 -0.7880 1.5699  0.2122
N1 -1.1580 -1.1583 0.1897  -0.8846
C13 -2.0442 -2.1197 -0.2830  0.0910
C14 -3.1201 -2.6541 0.4316  -0.2132
C15 -3.9599 -3.5983 -0.1402  -0.1931
C16 -3.7684 -4.0417 -1.4405  -0.2274
C17 -2.7085 -3.5327 -2.1804  -0.2460
C18 -1.8930 -2.6109 -1.5808  0.3133
F1 -0.8218 -2.0901 -2.3173  -0.3521
H1 -5.1903 0.9947 1.0384  0.2284
H2 -4.5722 1.1637 2.6906  0.1996
H3 -4.5862 -0.4160 1.9019  0.2139
H4 -2.9991 0.4608 0.1850  0.2233
H5 -2.8206 2.9430 1.9622  0.2030
H6 -3.6732 2.8507 0.4211  0.2254
H7 -1.9213 2.6755 0.4632  0.1895
H8 -2.4531 1.4992 3.7247  0.2158
H9 -0.9110 0.3486 5.2609  0.2176
H10 0.4148 -1.5656 4.4640  0.2163
H11 0.6252 -2.5818 0.9111  0.2172
H12 1.8901 -3.0224 3.6547  0.2121
H13 2.3764 -1.6721 2.6358  0.1861
H14 2.5802 -3.3414 2.0742  0.2209
H15 -0.3609 -4.0598 3.3895  0.2058
H16 0.4454 -4.8199 2.0141  0.2121
H17 -1.1366 -4.0692 1.8024  0.2211
H18 -3.2869 -2.3207 1.4470  0.2169
H19 -4.7850 -3.9865 0.4422  0.2233
H20 -4.4336 -4.7708 -1.8800  0.2262
H21 -2.5143 -3.8416 -3.1985  0.2358
C19 1.0008 2.3527 -5.4434  -0.4217
N2 1.0533 3.1346 -4.2119  -0.4041
C20 0.8260 4.5738 -4.3157  -0.4278
C21 0.9076 2.4713 -3.0399  0.6633
N3 0.8568 1.1834 -2.9202  -0.8557
N4 0.8308 3.2923 -1.9190  -0.6147
C22 0.7612 2.9523 -0.5825  0.6716
N5 1.0180 3.9760 0.2570  -0.7889
N6 0.4570 1.7725 -0.1639  -0.8817
H22 1.2321 3.0056 -6.2786  0.2317
H23 0.0127 1.9115 -5.6014  0.2190
H24 1.7565 1.5670 -5.4323  0.2115
H25 0.9980 4.8733 -5.3441  0.2416
H26 1.5408 5.1398 -3.7140  0.2006
H27 -0.1963 4.8497 -4.0453  0.2160
H28 0.9003 0.7209 -3.8184  0.3925
H29 0.8751 4.2788 -2.1013  0.4171
H30 1.3850 4.8556 -0.0580  0.4079
H31 0.9674 3.8140 1.2490  0.4302
H32 0.4975 1.6965 0.8475  0.4319
O1 2.0981 1.6364 2.2376  -0.7609
C23 3.4809 1.5921 1.8951  0.0830
N7 4.1481 0.3896 2.2902  -0.6503
C24 4.4356 -0.7356 1.5484  0.6797
O2 5.2530 -1.5369 1.9394  -0.5611
C25 3.6858 -1.0032 0.2733  -0.1902
C26 4.3469 -1.7009 -0.7325  -0.0828
C27 3.6670 -2.0106 -1.8975  -0.2476
C28 2.3495 -1.6067 -2.0218  0.0848
N8 1.7066 -0.9526 -1.0553  -0.5102
C29 2.3558 -0.6780 0.0789  0.0736
H33 1.9727 1.3324 3.1461  0.4980
H34 4.0042 2.4320 2.3554  0.1858
H35 3.5170 1.7072 0.8123  0.1847
H36 4.6882 0.4169 3.1433  0.4190
H37 5.3757 -1.9985 -0.5783  0.2531
H38 4.1430 -2.5583 -2.6979  0.2422
H39 1.7796 -1.8285 -2.9163  0.2119
H40 1.7843 -0.1933 0.8596  0.2364
Se1 -2.1526 1.0864 -2.9224  -0.1789
C30 -3.7725 0.4876 -2.2872  0.0211
N9 -4.7991 0.1345 -1.9008  -0.3391

---

[2]
C30H40N3O2PSi2Y as an isolated structure at a distorted geometry, computed with ωB97M-V/def2-TZVPD.

For the HOMO energy, the calculation gives -0.3884 Ha. As for the charge: +1. The calculation puts the calculated total energy at -2440.58435 Ha.

Each line ends with the Mulliken charge.
Positions of all 79 atoms, in Å:
Y1 -0.2724 -0.4570 -0.1872  -0.5044
O1 2.2412 -2.2614 1.9365  -0.6000
C1 2.2348 -1.6969 0.8643  0.2233
O2 1.2534 -1.7508 0.0136  -0.7297
C2 3.3884 -0.8065 0.4033  -0.7418
P1 2.6182 0.5378 -0.6138  0.9161
C3 2.0656 1.7040 0.6972  0.6707
C4 1.6769 1.2927 1.9752  -0.4537
C5 1.1563 2.2219 2.8668  -0.5653
C6 0.9827 3.5434 2.4879  -0.7524
C7 1.3449 3.9520 1.2138  -0.9328
C8 1.8812 3.0375 0.3281  -0.8746
C9 4.1789 1.3066 -1.1970  0.7123
C10 4.8788 2.3001 -0.5257  -0.3696
C11 6.1143 2.7052 -0.9984  -0.7557
C12 6.6550 2.1349 -2.1390  -0.5010
C13 5.9553 1.1545 -2.8226  -0.7981
C14 4.7182 0.7524 -2.3560  -0.4684
H1 4.0366 -1.3921 -0.2555  0.5716
H2 3.9908 -0.4350 1.2376  0.3485
H3 1.8226 0.2718 2.3137  0.3952
H4 0.8952 1.9128 3.8684  0.5377
H5 0.5749 4.2560 3.1877  0.4191
H6 1.2213 4.9814 0.9116  0.4662
H7 2.1739 3.3518 -0.6653  0.7198
H8 4.4689 2.7523 0.3650  0.3211
H9 6.6650 3.4643 -0.4654  0.4311
H10 7.6203 2.4574 -2.4947  0.4075
H11 6.3760 0.7069 -3.7108  0.4176
H12 4.1655 -0.0089 -2.8901  0.3711
C15 -0.4630 -4.5185 0.6075  -1.0582
Si1 -1.8473 -3.4469 -0.1354  0.8205
C16 -3.4494 -4.4903 -0.1812  -1.3014
C17 -1.3897 -3.0024 -1.9654  -1.0002
C18 -2.0696 -1.7172 0.6763  2.2363
C19 -3.1173 -0.9865 -0.0612  -0.9325
C20 -4.4907 -1.2150 0.0751  -0.9434
C21 -5.3859 -0.4699 -0.6638  -0.7502
C22 -4.9027 0.4994 -1.5407  -0.9717
C23 -3.5356 0.6650 -1.6344  -0.1656
N1 -2.6603 -0.0479 -0.9210  0.0787
Si2 -2.1460 -1.4541 2.5695  0.8499
C24 -1.9556 0.4664 2.7214  -0.9464
C25 -0.6412 -2.2489 3.4253  -1.0198
C26 -3.7958 -1.9237 3.4198  -1.3455
H13 -0.2518 -5.3341 -0.0780  0.4574
H14 -0.7562 -4.9600 1.5534  0.3121
H15 0.4626 -3.9744 0.7640  0.1960
H16 -3.2280 -5.4663 -0.6017  0.3834
H17 -4.2320 -4.0409 -0.7847  0.3610
H18 -3.8529 -4.6544 0.8127  0.3475
H19 -1.2189 -3.8989 -2.5549  0.5577
H20 -0.4607 -2.4084 -2.0123  0.1156
H21 -2.1827 -2.4367 -2.4558  0.3426
H22 -4.8325 -1.9734 0.7592  0.6469
H23 -6.4494 -0.6229 -0.5538  0.4855
H24 -5.5667 1.1134 -2.1297  0.4685
H25 -3.1122 1.4186 -2.2887  0.3266
H26 -1.1316 0.8333 2.0848  0.0220
H27 -1.7367 0.7689 3.7409  0.5232
H28 -2.8601 0.9845 2.4123  0.3480
H29 0.2323 -2.3033 2.7777  0.2569
H30 -0.8487 -3.2598 3.7591  0.3551
H31 -0.3526 -1.6813 4.3063  0.3874
H32 -4.5882 -1.2223 3.1749  0.3638
H33 -3.6833 -1.9219 4.5000  0.4042
H34 -4.1384 -2.9136 3.1356  0.3584
C27 0.9383 1.2602 -3.5570  -1.5665
C28 0.1439 2.0926 -2.6219  0.0291
N2 -0.3217 1.7304 -1.4380  1.6624
C29 -0.9669 2.8307 -0.9265  -0.7870
C30 -0.8820 3.8605 -1.8107  -0.9338
N3 -0.1757 3.3773 -2.8760  0.0411
H35 0.6772 0.2071 -3.4545  0.1806
H36 2.0060 1.3690 -3.3552  0.2485
H37 0.7681 1.5651 -4.5868  0.5382
H38 -1.4419 2.8062 0.0367  0.4477
H39 -1.2413 4.8675 -1.7593  0.4801
H40 0.0520 3.8888 -3.7136  0.2080

---

[3]
A 10-piece molecular cluster, C30H40O30 overall at a distorted geometry, computed with ωB97M-V/def2-TZVPD.

For the HOMO energy, the calculation gives -0.3888 Ha. Its SMILES is O=C1OCCO1.O=C1OCCO1.O=C1OCCO1.O=C1OCCO1.O=C1OCCO1.O=C1OCCO1.O=C1OCCO1.O=C1OCCO1.O=C1OCCO1.O=C1OCCO1. The value obtained for the energy relative to the best compared isomer or geometry (same formula, charge and spin) is 2.028 eV. The calculation puts the calculated total energy at -3424.39191 Ha.

Each line ends with the Mulliken charge.
Positions of all 100 atoms, in Å:
O1 25.3844 -30.6626 15.9442  -0.5475
C1 25.3300 -31.2205 16.9983  0.6484
O2 25.5562 -30.5775 18.1473  -0.2002
C2 24.9525 -31.3105 19.2573  -0.0029
C3 24.9641 -32.7154 18.6807  -0.3818
O3 24.9449 -32.4993 17.2488  -0.3537
H1 25.7434 -31.1462 19.9850  0.3171
H2 23.9569 -30.9062 19.4301  -0.0050
H3 24.0529 -33.2833 18.8489  0.3264
H4 25.8625 -33.2201 19.0329  0.3023
O4 15.6854 -26.7877 22.0980  -0.5492
C4 16.1402 -26.7827 20.9988  0.5873
O5 17.3679 -27.2526 20.6999  -0.2098
C5 17.6110 -27.2539 19.2983  0.5779
C6 16.2611 -26.8706 18.7453  -0.4392
O6 15.4606 -26.5161 19.8772  -0.3653
H5 18.3294 -26.4520 19.1346  0.0953
H6 17.9264 -28.2437 18.9876  -0.3007
H7 15.6834 -27.6220 18.2030  0.2559
H8 16.3946 -26.0786 18.0045  0.3319
O7 17.6118 -33.7732 20.6932  -0.5791
C7 17.6429 -32.6268 20.3349  0.5775
O8 18.6962 -31.8252 20.5755  -0.4589
C8 18.4645 -30.5462 19.9171  1.1386
C9 17.0222 -30.6211 19.4755  -0.0455
O9 16.6709 -31.9778 19.7365  -0.3879
H9 18.6930 -29.7664 20.6423  -0.2919
H10 19.1747 -30.3982 19.1074  -0.2636
H11 16.7786 -30.4788 18.4212  0.2687
H12 16.3338 -29.9817 20.0367  0.1391
O10 25.9975 -24.7670 19.6581  -0.3917
C10 26.2840 -23.6048 19.5407  0.5159
O11 27.5216 -23.1559 19.4767  -0.3618
C11 27.5875 -21.8389 18.9523  -0.3590
C12 26.1036 -21.3799 19.0655  -0.4008
O12 25.3995 -22.6209 19.1983  -0.1676
H13 28.0533 -21.2723 19.7576  0.3233
H14 27.9758 -21.5778 17.9731  0.2944
H15 25.7930 -20.8930 18.1454  0.2999
H16 26.0291 -20.7215 19.9277  0.2497
O13 23.0607 -20.0794 20.4558  -0.5505
C13 22.6469 -21.1611 20.7127  0.5726
O14 22.1173 -22.0254 19.8092  -0.3497
C14 21.6396 -23.1342 20.5713  -0.2115
C15 22.5329 -23.1359 21.8220  0.2427
O15 22.6887 -21.7264 21.9318  -0.3967
H17 20.6479 -22.9016 20.9795  0.3400
H18 21.4853 -23.9858 19.9124  0.1354
H19 23.4653 -23.6777 21.6650  0.0074
H20 21.9177 -23.5147 22.6324  0.1940
O16 23.2075 -25.5458 24.3792  -0.5505
C16 22.2525 -26.0939 23.9071  0.6775
O17 21.0568 -25.5092 23.8417  -0.3695
C17 20.1756 -26.3297 23.0907  0.2731
C18 20.8300 -27.6748 23.1964  -0.0790
O18 22.1856 -27.3679 23.4853  -0.3397
H21 19.1075 -26.2109 23.2635  0.4571
H22 20.2123 -25.9969 22.0420  -0.1733
H23 20.6076 -28.3768 22.3881  -0.1120
H24 20.4435 -28.3279 23.9927  0.3256
O19 22.8804 -26.0431 16.1503  -0.4874
C19 22.6523 -24.9124 15.9005  0.5690
O20 23.1394 -23.8612 16.5987  -0.1556
C20 22.6801 -22.6305 16.1193  -0.1628
C21 21.6875 -23.0324 15.0064  -0.4087
O21 21.9734 -24.4391 14.8208  -0.3730
H25 22.0788 -22.0306 16.8025  0.1554
H26 23.5646 -22.1526 15.7009  0.3364
H27 21.9052 -22.4692 14.1003  0.2764
H28 20.6126 -23.0442 15.1786  0.2717
O22 28.7064 -29.9581 23.2788  -0.5481
C22 28.4760 -29.0464 22.5444  0.6178
O23 28.8647 -27.7604 22.7500  -0.3757
C23 28.5258 -26.9450 21.6359  -0.1124
C24 27.9077 -27.9556 20.6436  0.3779
O24 27.7936 -29.1473 21.4055  -0.2872
H29 27.7914 -26.2202 21.9883  0.2101
H30 29.4189 -26.4978 21.2034  0.2564
H31 28.5284 -28.1004 19.7586  0.2648
H32 26.8853 -27.7261 20.3405  -0.3824
O25 20.4285 -28.0961 19.1277  -0.3770
C25 21.5603 -27.7555 19.3315  0.0948
O26 21.8307 -26.6388 19.9712  0.0400
C26 23.1684 -26.1980 19.7702  -0.2454
C27 23.7981 -27.5342 19.2107  -0.5232
O27 22.6787 -28.3062 18.8287  0.1204
H33 23.2022 -25.4824 18.9443  -0.1938
H34 23.7490 -25.7412 20.5650  0.2029
H35 24.2601 -27.9984 20.0910  0.2466
H36 24.5695 -27.4332 18.4546  0.4542
O28 18.3924 -31.3193 16.0746  -0.5629
C28 19.5939 -31.3643 16.1357  0.4557
O29 20.3098 -30.7454 17.0865  -0.1649
C29 21.6819 -30.8224 16.8252  0.2347
C30 21.7635 -31.5921 15.4873  -0.2029
O30 20.3942 -31.9922 15.2988  -0.3740
H37 22.2481 -29.8972 16.9351  0.1058
H38 22.1679 -31.4340 17.5971  -0.1348
H39 22.3999 -32.4587 15.6627  0.2368
H40 22.1415 -31.1000 14.5951  0.2650

---

- The lowest calculated total energy belongs to which entry?
  C30H40FInN9O2Se

---

- The highest calculated total energy belongs to which entry?
  C30H40N3O2PSi2Y

---

- What is the formula in the first record?
  C30H40FInN9O2Se

---

- Look up the calculated total energy of the first one.
  -4501.81025 Ha